Entry 1:
The following is a quantum chemistry calculation of a cluster of 2 separate species, C54H59N4O2 in total in a non-equilibrium geometry, from the OMol25 dataset.

```
119
Properties=species:S:1:pos:R:3:forces:R:3:mulliken_charge:R:1
C -4.557 -0.646 2.044 -0.3 -0.1 0.1 -1.757
C -3.171 -0.352 2.536 0.3 0.1 -0.2 0.368
C -2.154 -0.156 1.602 0.5 0.4 0.7 0.095
C -0.840 0.098 2.010 -0.6 -0.4 0.3 0.032
C 0.171 0.325 0.949 0.4 -0.2 -0.6 -0.804
C -0.538 0.048 3.385 -0.9 0.1 -0.4 -0.213
N 0.827 0.033 3.788 1.5 -0.3 0.3 1.166
C 1.804 -0.803 3.313 0.5 1.0 0.3 -0.888
C 1.791 -1.712 2.162 -2.6 -3.0 -1.7 0.829
C 0.565 -2.447 1.870 2.0 1.0 2.1 1.182
C 0.430 -3.100 0.552 0.2 -0.5 -0.3 -2.033
C -0.243 -2.892 2.984 -1.0 -0.4 0.0 1.166
C 0.203 -2.885 4.327 0.0 -0.1 0.1 0.455
C -0.623 -3.268 5.381 0.1 -0.1 -0.2 -0.508
C -1.917 -3.713 5.124 -0.3 0.0 0.7 -0.644
C -2.376 -3.786 3.809 0.2 -0.2 -0.5 -0.747
C -1.539 -3.441 2.750 0.2 0.5 0.4 -1.393
O 2.804 -1.827 1.441 0.6 1.3 0.0 -0.803
N 2.958 -0.508 3.950 -1.2 0.5 0.3 0.826
C 4.269 -1.017 3.672 0.8 -0.4 0.1 -0.261
C 4.587 -2.369 3.889 0.3 0.4 0.0 1.876
C 3.619 -3.383 4.400 0.0 -0.6 0.1 -1.203
C 5.896 -2.780 3.642 -0.1 0.3 -0.1 -1.537
C 6.875 -1.881 3.225 -0.1 0.1 0.0 0.574
C 8.270 -2.363 2.962 0.3 0.0 0.0 -1.481
C 6.534 -0.539 3.059 0.0 -0.2 0.0 -1.198
C 5.231 -0.090 3.257 -0.1 -0.5 0.1 0.868
C 4.906 1.347 3.005 0.3 0.5 -0.2 -1.315
C 2.688 0.483 4.898 0.9 -0.5 -0.3 -1.458
C 1.400 0.802 4.803 -1.1 0.4 -0.3 -0.652
C -1.551 -0.072 4.347 -0.1 -0.5 -0.7 1.299
C -1.284 -0.086 5.817 -0.2 0.0 0.6 -2.232
C -2.863 -0.272 3.892 0.1 0.2 -0.2 -0.610
H -5.235 -0.811 2.889 0.0 0.0 -0.3 0.411
H -4.946 0.189 1.440 0.1 -0.2 0.2 0.329
H -4.574 -1.544 1.408 0.0 0.2 0.2 0.350
H -2.365 -0.192 0.533 0.0 0.0 0.2 0.602
H 1.106 0.765 1.314 -0.1 -0.1 -0.2 0.255
H 0.401 -0.590 0.382 0.1 0.3 0.4 -0.288
H -0.261 0.997 0.189 0.0 -0.4 0.7 -0.089
H -0.116 -4.050 0.672 0.4 0.2 -0.3 0.518
H -0.129 -2.523 -0.203 0.0 0.1 0.1 0.196
H 1.445 -3.259 0.158 -0.4 -0.2 -0.1 0.392
H 1.247 -2.639 4.539 -0.6 -0.1 0.0 -0.129
H -0.229 -3.235 6.407 -0.2 -0.1 -0.5 0.425
H -2.558 -4.035 5.959 0.3 0.2 -0.5 0.368
H -3.389 -4.137 3.587 0.4 0.0 0.2 0.433
H -1.881 -3.548 1.717 0.0 0.1 0.4 0.312
H 4.168 -4.307 4.627 -0.2 0.2 0.0 0.552
H 3.128 -3.068 5.328 0.0 0.0 -0.2 0.225
H 2.868 -3.654 3.650 0.0 0.2 0.1 0.289
H 6.159 -3.830 3.798 -0.1 0.3 0.0 0.382
H 8.942 -1.512 2.809 0.0 -0.2 0.0 0.364
H 8.640 -2.962 3.805 0.0 0.2 -0.2 0.359
H 8.308 -2.998 2.064 0.0 0.2 0.2 0.300
H 7.299 0.181 2.760 -0.2 -0.2 0.0 0.302
H 5.801 1.819 2.586 -0.2 0.1 0.1 0.418
H 4.095 1.484 2.280 0.0 -0.1 0.2 0.124
H 4.654 1.889 3.924 0.0 0.0 -0.2 0.357
H 3.475 0.888 5.508 -0.1 -0.1 0.1 0.823
H 0.817 1.540 5.338 0.2 -0.2 -0.1 0.676
H -2.189 -0.413 6.340 0.2 0.1 -0.1 0.373
H -0.488 -0.782 6.104 -0.1 0.3 -0.2 0.474
H -1.031 0.913 6.190 -0.1 -0.2 0.0 0.462
H -3.663 -0.399 4.624 0.3 0.0 -0.2 0.316
C -3.403 2.925 -6.915 0.0 0.0 -0.3 -0.974
N -3.358 2.871 -5.473 -1.1 0.0 0.4 0.233
C -4.499 2.958 -4.725 -0.8 0.0 -0.9 0.043
O -5.637 3.153 -5.146 1.6 -0.1 0.8 -0.675
C -4.114 2.702 -3.272 -0.3 0.9 0.0 0.127
C -4.928 1.559 -2.681 -0.1 -0.2 -0.2 -1.163
C -4.657 0.282 -3.433 -0.2 -0.5 0.2 -0.099
C -5.362 -0.003 -4.606 0.1 -0.1 -0.2 -0.176
C -5.063 -1.147 -5.352 0.1 0.0 0.2 -0.779
C -4.073 -2.031 -4.907 0.0 0.2 0.1 -0.495
C -3.394 -1.769 -3.711 -0.2 0.1 0.0 -0.863
C -3.704 -0.626 -2.967 0.1 -0.1 -0.4 0.043
N -2.687 2.418 -3.367 1.7 0.0 2.0 0.512
C -1.921 2.238 -2.270 -1.6 0.3 -1.9 -0.369
C -0.581 1.864 -2.305 1.4 -0.8 0.7 -0.201
C 0.259 1.997 -1.194 -0.8 2.9 -2.1 -1.649
C 1.707 2.010 -1.423 0.8 -0.6 -0.1 1.003
C 2.447 3.192 -1.207 -0.3 -0.4 0.3 -0.500
C 3.806 3.240 -1.517 -0.2 -0.3 -0.2 -0.722
C 4.454 2.099 -2.010 -0.4 0.0 0.0 -0.477
C 3.725 0.922 -2.227 -0.1 0.2 -0.2 -0.912
C 2.350 0.891 -1.989 -0.1 0.2 0.2 0.084
C -2.168 2.466 -4.756 0.1 -0.2 -0.5 0.567
C -1.661 1.091 -5.280 -0.4 0.2 0.3 -1.117
C -0.550 1.417 -6.275 0.3 -0.5 -0.2 -0.916
C -0.213 2.916 -6.162 0.4 0.2 -0.4 -0.732
C -1.035 3.507 -5.024 -0.5 -0.2 0.6 -1.146
H -4.409 3.233 -7.208 0.2 0.0 0.1 0.419
H -2.673 3.646 -7.288 -0.1 0.0 0.0 0.269
H -3.194 1.945 -7.360 0.0 0.1 0.1 0.295
H -4.269 3.641 -2.712 0.0 -0.3 -0.1 0.487
H -4.694 1.457 -1.618 -0.1 0.0 -0.1 0.347
H -5.979 1.841 -2.799 0.1 0.0 0.2 0.626
H -6.144 0.685 -4.939 0.3 -0.2 0.1 0.468
H -5.606 -1.340 -6.278 0.1 0.0 0.3 0.417
H -3.837 -2.925 -5.487 -0.1 0.3 0.2 0.400
H -2.622 -2.450 -3.351 -0.2 0.1 -0.1 0.483
H -3.196 -0.428 -2.020 -0.1 -0.1 -0.2 0.748
H -2.402 2.432 -1.312 -0.1 -0.1 -0.1 0.604
H -0.141 1.518 -3.244 -0.1 0.1 0.5 0.730
H -0.117 2.644 -0.384 0.2 -0.4 -0.3 0.881
H 1.922 4.074 -0.833 0.3 -0.2 0.0 0.450
H 4.352 4.172 -1.398 -0.1 -0.2 0.0 0.445
H 5.515 2.136 -2.264 -0.3 0.0 0.2 0.445
H 4.218 0.032 -2.620 -0.1 0.3 0.1 0.437
H 1.750 0.005 -2.226 0.4 0.2 0.2 0.372
H -1.319 0.477 -4.441 -0.1 0.1 -0.3 0.307
H -2.509 0.564 -5.737 0.3 0.0 0.2 0.480
H 0.337 0.808 -6.059 -0.2 0.1 -0.1 0.378
H -0.868 1.165 -7.292 0.2 0.0 0.2 0.405
H 0.858 3.056 -5.988 -0.2 0.1 -0.1 0.438
H -0.446 3.422 -7.107 0.1 -0.1 0.2 0.375
H -1.494 4.468 -5.291 0.1 -0.2 0.2 0.409
H -0.443 3.651 -4.115 0.0 0.0 -0.2 0.358
```
Positions in Å, forces in eV/Å.

LUMO energy: -0.1651 Eh
Charge: +1

***

Entry 2:
The following is a quantum chemistry calculation of the molecule C3H3ClN2OS in a non-equilibrium geometry, from the OMol25 dataset.

```
11
Properties=species:S:1:pos:R:3:forces:R:3:mulliken_spin:R:1
C -1.641 0.051 0.734 0.1 -0.5 -0.1 -0.006
C -1.159 -1.077 0.117 -0.4 0.0 0.2 0.086
C 0.231 0.586 -0.110 -0.2 0.8 -0.2 -0.005
N -0.773 1.072 0.582 0.5 0.7 -0.1 0.075
N 0.035 -0.720 -0.425 0.6 0.1 -0.4 0.026
O 2.187 0.608 -1.711 1.6 -1.5 -2.3 0.449
S 1.635 1.496 -0.715 -3.4 0.6 1.0 0.683
Cl 2.925 1.163 1.183 1.5 -0.1 1.8 0.691
H -2.555 0.176 1.276 -0.2 0.0 0.1 0.000
H -1.561 -2.064 0.019 0.0 -0.2 0.0 0.004
H 0.678 -1.292 -0.950 -0.1 0.0 0.0 -0.003
```
Positions in Å, forces in eV/Å.

LUMO energy (spin up / spin down): 0.0233 / -0.1501 Eh
<S²>: 2.01
Charge: 0
Multiplicity: 3

***

Entry 3:
The following is a quantum chemistry calculation of a structure of composition C17H35CrN6O3 in a non-equilibrium geometry, from the OMol25 dataset.

```
62
Properties=species:S:1:pos:R:3:forces:R:3:mulliken_spin:R:1
Cr 0.022 -0.295 0.197 -1.0 -0.4 -1.0 1.049
C -2.488 0.365 2.291 0.2 -0.1 -0.2 0.003
C -1.983 -1.040 2.534 0.2 -0.1 -0.4 0.001
N -1.171 -1.577 1.379 -0.4 0.3 0.3 -0.017
C -2.024 -2.304 0.388 0.2 0.2 0.2 -0.006
C -1.111 -2.983 -0.607 0.3 0.2 0.1 0.010
N 0.091 -2.129 -0.897 0.3 -0.4 0.4 0.001
C 1.375 -2.908 -0.774 -0.4 0.0 0.0 0.003
C 1.733 -3.200 0.677 -0.1 0.2 0.0 -0.001
C 2.460 -2.064 1.380 -0.3 0.1 0.0 0.008
N 1.771 -0.713 1.319 0.2 -0.3 0.3 -0.034
C 1.646 -0.051 2.650 -0.1 -0.2 -0.3 -0.006
C 1.105 1.334 2.417 -0.2 0.0 -0.1 0.001
N -0.186 1.255 1.682 0.2 -0.1 -0.1 -0.002
C -1.397 1.373 2.579 0.1 0.1 -0.3 -0.001
H -3.324 0.568 2.961 0.0 0.0 0.0 0.000
H -2.865 0.472 1.269 -0.1 0.0 0.1 0.001
H -2.808 -1.717 2.724 -0.1 -0.2 0.0 0.000
H -1.348 -1.046 3.420 0.1 -0.1 0.0 0.000
H -0.542 -2.265 1.778 0.0 -0.1 0.1 0.001
H -2.668 -1.583 -0.094 -0.1 0.2 0.0 0.000
H -2.648 -3.043 0.883 0.0 -0.1 0.2 -0.001
H -1.660 -3.192 -1.515 0.0 -0.1 -0.3 -0.001
H -0.770 -3.935 -0.209 0.1 -0.1 0.0 0.000
H 0.013 -1.815 -1.855 0.0 0.0 -0.1 -0.004
H 2.163 -2.325 -1.237 0.1 0.0 -0.1 -0.004
H 1.292 -3.842 -1.327 -0.1 -0.1 -0.1 -0.001
H 2.389 -4.072 0.705 0.0 0.1 0.0 0.000
H 0.844 -3.498 1.241 0.1 -0.1 0.0 -0.002
H 3.449 -1.962 0.941 0.1 0.1 0.0 -0.001
H 2.598 -2.333 2.425 0.0 0.1 0.1 0.000
H 2.386 -0.118 0.774 0.1 -0.1 0.1 0.001
H 2.604 0.000 3.156 0.2 -0.1 0.1 0.000
H 0.967 -0.636 3.272 0.0 -0.1 0.0 0.002
H 1.813 1.900 1.810 0.0 0.1 -0.1 0.000
H 0.999 1.856 3.363 0.0 0.2 0.1 0.000
H -0.205 2.048 1.050 -0.1 0.2 -0.2 0.002
H -1.804 2.376 2.483 0.1 0.2 0.0 -0.001
H -1.073 1.254 3.614 0.1 0.0 0.0 0.000
C -2.346 3.806 -1.231 -0.2 0.1 0.1 -0.001
C -1.509 2.617 -1.661 0.6 -0.2 0.2 -0.002
C -1.328 2.571 -3.171 0.0 0.0 -0.2 0.001
O -0.227 2.644 -1.007 0.1 -0.3 0.2 0.000
C -2.194 1.318 -1.243 -0.2 -0.8 0.3 0.000
O -3.379 1.236 -1.371 -0.1 -0.4 0.2 0.018
O -1.463 0.241 -0.797 0.9 1.2 -0.1 -0.014
H -1.959 4.726 -1.681 0.0 -0.1 0.1 0.000
H -2.338 3.918 -0.142 0.0 0.0 -0.1 0.000
H -3.379 3.669 -1.552 0.1 0.1 0.0 0.000
H -0.765 3.449 -3.514 -0.1 -0.1 0.1 0.000
H -2.305 2.583 -3.655 0.0 0.0 0.0 0.000
H -0.796 1.669 -3.478 0.0 0.0 0.0 0.000
H 0.337 3.261 -1.480 0.1 0.2 0.0 0.000
N 3.467 0.975 -2.604 -0.2 -0.2 0.0 0.000
C 2.696 0.303 -3.525 0.1 0.2 0.1 0.000
C 1.678 -0.238 -2.809 -0.2 0.0 0.2 0.002
N 1.820 0.086 -1.463 -0.8 0.2 0.2 -0.009
C 2.912 0.823 -1.385 0.0 0.0 -0.3 0.002
H 4.315 1.474 -2.804 0.2 0.1 0.0 0.000
H 2.922 0.282 -4.586 0.0 0.0 0.3 0.000
H 0.861 -0.836 -3.201 0.2 0.3 0.1 0.001
H 3.337 1.267 -0.487 -0.1 -0.1 -0.3 0.000
```
Positions in Å, forces in eV/Å.

LUMO energy (spin up / spin down): -0.2639 / -0.2426 Eh
<S²>: 0.76
Charge: +2
Multiplicity: 2

***

Entry 4:
The following is a quantum chemistry calculation of a cluster of 2 separate species, C14H16O in total in a non-equilibrium geometry, from the OMol25 dataset.

```
31
Properties=species:S:1:pos:R:3:forces:R:3:mulliken_charge:R:1
C -2.870 1.381 2.233 -0.2 0.5 0.3 -1.363
C -2.097 -2.319 1.913 1.1 -0.3 -1.1 -0.643
C -2.807 -1.147 1.946 -0.5 1.4 0.9 -0.485
C -0.706 -2.282 1.777 -0.3 -0.3 0.6 -0.393
C -2.166 0.103 1.925 0.3 -1.0 -0.3 0.513
C -0.052 -1.073 1.680 -0.4 0.2 -0.2 -0.372
C -0.803 0.094 1.677 0.4 0.6 0.1 -0.063
H -2.501 -3.309 1.807 -0.7 -0.1 0.5 0.347
H -3.865 -1.065 2.147 -0.3 -0.6 -0.2 0.320
H -0.191 -3.233 1.842 0.2 0.1 -0.2 0.363
H 1.018 -0.987 1.603 0.2 -0.2 0.0 0.435
H -3.919 1.261 2.506 -0.1 -0.2 -0.5 0.368
H -2.749 2.157 1.474 -0.2 -0.2 -0.2 0.322
H -0.288 1.037 1.507 0.0 0.0 0.2 0.315
H -2.447 1.826 3.127 0.3 0.0 0.3 0.316
C 2.941 1.586 -0.054 -0.2 0.3 0.6 -1.459
C 0.919 1.065 -3.244 -0.1 -0.4 1.0 -0.602
C 0.695 -0.288 -3.154 0.0 -0.3 0.1 0.636
C 1.624 1.686 -2.227 0.6 0.5 0.2 -0.503
C 2.112 0.986 -1.149 0.4 -1.1 0.5 0.794
C 1.230 -1.032 -2.098 -0.4 -0.1 -0.8 -0.631
C 1.897 -0.401 -1.082 -0.3 0.8 -0.1 -0.469
O -0.156 -0.873 -4.066 0.2 0.2 -0.3 -0.549
H 0.447 1.611 -4.008 -0.3 0.6 -1.0 0.451
H 1.851 2.746 -2.241 -0.2 0.1 -0.3 0.315
H 1.078 -2.097 -2.163 -0.1 -0.3 0.5 0.320
H 0.187 -1.728 -4.336 0.0 -0.2 0.1 0.308
H 2.469 1.514 0.935 -0.3 0.1 -0.2 0.275
H 3.152 2.635 -0.233 0.2 0.1 0.0 0.387
H 2.131 -0.897 -0.155 0.5 -0.4 -0.2 0.393
H 3.865 1.043 0.111 0.3 0.0 -0.4 0.354
```
Positions in Å, forces in eV/Å.

LUMO energy: 0.0316 Eh
Charge: 0
SMILES: Cc1ccc(O)cc1.Cc1ccccc1

***

Number 1: E_tot -67004.1095 eV. Number 2: E_tot -31541.2156 eV. Number 3: E_tot -61689.2070 eV. Number 4: E_tot -16824.5837 eV.